Entry from OMol25: C34H77Ca3N3O12P2 as an isolated structure (wB97M-V/def2-TZVPD).

Results
Energy above the lowest of the compared OMol25 structures with the same formula, charge and spin   64.8 kcal per mole
2S+1   1
Net charge   0
HOMO energy   -5.37 eV
Gap between HOMO and LUMO   0.1544 hartree

Last column: Mulliken charge in e.
Element x y z (Å)
Ca 0.364 2.521 1.706  1.0923
Ca 1.082 0.524 -1.905  0.7983
Ca -1.292 -0.427 2.978  0.9787
P -1.408 2.210 3.910  1.1353
P 0.331 -0.195 0.662  1.8031
O -3.629 -3.291 -2.435  -0.3716
O 0.626 0.348 2.077  -1.3988
O 1.369 -0.852 -0.279  -0.5207
O 2.842 2.686 1.831  -0.1865
O -1.005 0.821 -2.901  -0.2709
O 3.908 -3.527 1.933  -0.5003
O -1.264 0.889 4.722  -0.9946
O 0.180 1.175 -0.079  0.8967
O -1.626 1.832 2.407  -0.6953
O 0.053 2.767 3.925  -0.8155
O -2.239 3.135 4.785  -0.9189
O -1.003 -0.896 0.851  -0.4139
N -3.503 -1.377 3.227  1.1332
N 0.042 4.650 0.524  1.3395
N 2.096 -1.096 -3.571  1.0963
C 3.624 1.520 1.564  0.4081
C -2.781 0.134 -4.204  -0.6501
C 0.555 4.413 -0.831  0.0742
C 0.147 -2.540 -3.077  -0.3183
C -2.511 -4.773 -1.052  -0.3315
C 5.246 -1.764 1.200  -0.0715
C 4.161 -1.116 -2.108  -0.5613
C -2.057 0.617 -1.938  1.1508
C 3.574 -0.948 -3.500  -1.0985
C 0.347 5.555 -1.843  -1.5445
C 5.976 -3.035 0.886  -0.6862
C -3.266 0.082 -2.756  -0.2143
C -1.628 1.114 -4.147  -0.8837
C 0.529 5.772 2.723  -1.1831
C 4.828 2.869 3.028  -0.8967
C 3.791 -2.214 1.330  1.0606
C 5.157 -4.104 1.599  -0.6037
C -3.611 -5.574 -1.773  -0.6413
C 5.051 1.991 1.807  -0.4040
C -4.382 -4.499 -2.563  -0.6281
C -4.221 0.130 1.287  -1.5596
C -4.472 -0.744 4.133  -0.6717
C -3.221 -2.775 3.570  -0.8298
C -2.280 -3.529 2.640  -0.9245
C 1.661 -0.755 -4.929  -0.4757
C -3.928 -1.278 1.827  0.3995
C 1.652 -2.411 -3.088  -0.6733
C -2.284 3.943 -0.171  -0.5028
C 3.566 3.627 2.642  -0.3753
C 0.771 5.732 1.222  -0.9672
C 1.830 -1.845 -6.009  -1.3607
C -1.397 4.963 0.540  -1.1441
C -4.062 -0.793 5.590  -1.5032
C -3.019 -3.329 -1.145  0.6270
H -2.778 -3.955 1.767  0.0610
H 5.112 -5.065 1.079  0.3225
H 1.847 5.574 1.092  0.3210
H -4.919 0.742 1.857  0.5260
H -1.922 3.780 -1.192  0.0946
H -2.697 -2.760 4.529  0.4954
H -2.136 2.977 0.323  -0.2791
H 0.214 3.456 -1.235  -0.5354
H 1.034 -2.584 -5.956  0.2853
H 2.974 3.854 3.528  0.2038
H -2.377 -5.110 -0.025  0.2202
H 3.869 0.019 -3.913  0.3962
H 5.700 3.499 3.214  0.4580
H 5.435 2.580 0.970  0.3343
H 4.619 2.358 3.969  0.2933
H -4.647 0.030 0.285  0.4431
H -3.081 -0.330 5.750  0.2796
H 3.403 0.713 2.267  -0.1292
H 3.398 1.150 0.562  -0.7490
H -3.585 -0.903 -2.426  -0.1226
H 0.632 5.243 -2.848  0.4386
H 3.778 4.540 2.079  0.2931
H -4.705 -0.168 6.210  0.4205
H 2.031 -2.574 -2.083  -0.1079
H 5.406 -0.980 0.459  0.1973
H 2.084 0.180 -5.300  0.6420
H -1.964 2.162 -4.183  0.2804
H -1.790 -0.135 -1.196  -1.2195
H 5.553 -1.405 2.188  0.3506
H -0.528 5.690 2.966  0.3477
H -4.113 0.738 -2.542  0.5125
H 0.876 6.459 -1.555  0.3512
H 5.901 -3.218 -0.197  0.1653
H -2.386 -0.836 -4.519  0.0917
H 5.213 -0.828 -2.084  0.6613
H -4.173 -3.318 3.674  0.3970
H 3.218 -1.514 1.934  -0.2508
H -0.914 1.117 -4.973  0.4999
H -4.894 -1.795 1.671  0.5963
H -3.327 4.238 -0.191  0.4544
H -0.366 -2.580 -4.041  0.2843
H -3.582 0.360 -4.908  0.4809
H -3.314 0.740 1.234  0.0107
H 5.788 1.211 2.006  0.3054
H -1.591 -2.817 2.182  0.1599
H 0.521 6.683 0.738  0.4790
H -1.561 -4.883 -1.572  0.2026
H 0.590 -0.528 -4.845  -0.2258
H 5.657 -4.362 2.545  0.2643
H 3.237 -2.372 0.404  -0.6505
H -0.383 -1.768 -2.509  -0.0328
H 2.805 -2.302 -5.836  0.2828
H -2.287 1.532 -1.398  -0.3256
H -4.057 -1.826 5.936  0.3611
H -0.171 -3.463 -2.586  -0.0869
H 0.859 6.740 3.109  0.4330
H -4.231 -6.136 -1.080  0.2914
H 7.043 -3.078 1.101  0.4003
H -1.750 5.090 1.561  0.4562
H -2.201 -2.608 -1.147  -0.3204
H -4.451 -4.738 -3.620  0.3718
H -3.191 -1.725 1.169  -0.7321
H -3.730 -3.069 -0.357  0.1206
H -1.549 5.944 0.063  0.4326
H 1.789 -1.415 -7.007  0.4283
H 4.144 -2.163 -1.812  0.2750
H 2.108 -3.206 -3.695  0.6064
H -0.722 5.765 -1.869  0.3183
H 1.074 5.011 3.275  0.2057
H -1.829 -4.359 3.177  0.4267
H 4.020 -1.723 -4.138  0.3128
H -4.655 0.267 3.784  0.2264
H 3.640 -0.530 -1.348  -0.2138
H -5.360 -4.320 -2.105  0.2773
H -5.420 -1.305 4.036  0.3681
H -3.146 -6.261 -2.479  0.2937
H 1.637 4.237 -0.744  0.2695

Entry from OMol25: a 2-piece molecular cluster, C10H13NO2S overall (wB97M-V/def2-TZVPD).

Results
<S²>   2.04
Energy above the lowest of the compared OMol25 structures with the same formula, charge and spin   34.1 kcal per mole
2S+1   3
Net charge   0
HOMO energy (alpha / beta)   -4.08 / -7.47 eV
Gap between HOMO and LUMO (alpha / beta)   0.1446 / 0.1502 hartree

Last column: Mulliken charge in e.
Element x y z (Å)
S -3.201 0.610 -1.238  0.2160
O -2.451 0.871 -2.716  -0.4571
O 0.059 0.015 -2.568  -0.7027
N 0.584 2.681 2.737  -0.4729
C -1.285 1.211 2.161  -0.5251
C 0.845 -0.750 -2.050  -0.3554
C 1.764 -2.995 -1.217  -0.9241
C -0.366 2.823 0.524  -0.4807
C -2.072 1.332 -0.081  0.5897
C -0.287 2.198 1.740  1.1128
C -1.202 2.345 -0.441  -0.2970
C -0.614 -2.246 -1.002  -1.0301
C 0.619 -2.039 -1.494  0.8150
C -2.200 0.795 1.251  -1.0151
H 0.728 2.096 3.558  0.2225
H -3.005 0.214 1.373  0.5700
H 2.623 -2.290 -1.456  0.2490
H -1.180 2.696 -1.567  0.3149
H -1.125 -3.034 -0.520  0.3992
H 1.762 -3.948 -1.852  0.2110
H -1.140 0.858 3.254  0.1445
H -1.566 0.293 -2.731  0.4908
H -1.367 -1.513 -1.396  -0.0190
H 0.213 3.717 0.324  0.2639
H 1.095 3.536 2.550  0.2148
H 1.915 -0.512 -2.127  0.2164
H 1.864 -3.278 -0.127  0.2486